Here is C4H9NO in the gas phase at a distorted geometry from the Open Molecules 2025 dataset. Energies are from the ωB97M-V functional and the def2-TZVPD basis.

Total charge: 0
Frontier orbital gap: 10.62 eV
SMILES: C[C@H]1N[C@H]1CO
Energy relative to the best compared isomer or geometry (same formula, charge and spin): 47.6 kcal/mol
HOMO level: -0.354 Ha

Bonds (Å) are listed after each position.
Geometry (Å):
1 O 1.484 0.677 1.208  C5 1.401, H9 0.974
2 N 0.431 0.483 -1.248  C3 1.461, C4 1.451, H15 1.012
3 C 0.495 -0.748 -0.465  N2 1.461, C4 1.485, C5 1.510, H8 1.093
4 C -0.800 -0.065 -0.709  N2 1.451, C3 1.485, C6 1.497, H10 1.092
5 C 1.229 -0.654 0.852  O1 1.401, C3 1.510, H13 1.099, H14 1.098
6 C -1.547 0.726 0.319  C4 1.497, H7 1.088, H11 1.087, H12 1.088
7 H -2.372 1.299 -0.100  C6 1.088
8 H 0.687 -1.666 -1.026  C3 1.093
9 H 1.397 1.174 0.374  O1 0.974
10 H -1.384 -0.751 -1.325  C4 1.092
11 H -0.953 1.446 0.876  C6 1.087
12 H -1.999 0.104 1.089  C6 1.088
13 H 2.157 -1.234 0.757  C5 1.099
14 H 0.633 -1.116 1.649  C5 1.098
15 H 0.554 0.323 -2.240  N2 1.012